P.
9
Properties=species:S:1:pos:R:3:lowdin_charge:R:1 method="wB97M-V/def2-TZVPD" s_squared=2.005 e_homo_ev="-6.053 / -10.522" multiplicity=3 e_lumo_ev="0.4 / -3.8" gap_ha="0.2356 / 0.2478"
I -2.84 1.87 -0.25 1.11
F -0.57 -1.72 -0.51 0.07
F -3.25 -0.69 -1.50 0.03
F -1.61 -0.53 0.88 0.01
F -1.65 0.36 -2.51 0.08
O -0.18 0.52 -0.46 0.08
C -2.19 0.12 -1.35 -0.90
C -1.07 -0.41 -0.39 -0.68
H 0.57 0.44 0.19 0.19

Q.
9
Properties=species:S:1:pos:R:3:lowdin_charge:R:1 method="wB97M-V/def2-TZVPD" s_squared=2.010 e_homo_ev="-6.364 / -10.750" multiplicity=3 e_lumo_ev="-0.4 / -2.6" gap_ha="0.2201 / 0.2993"
I 2.39 0.35 -0.68 0.91
F 0.02 2.07 0.11 0.04
F -1.85 0.23 -0.68 0.10
F -1.52 -1.16 0.98 0.14
F 0.93 0.87 1.76 0.05
O -0.31 -1.48 -0.84 0.05
C -1.01 -0.69 -0.14 -0.64
C 0.59 0.90 0.48 -0.66
H 0.75 -1.09 -0.99 0.02

Which structure is the most stable? The one labeled P.

P.
16
Properties=species:S:1:pos:R:3:lowdin_charge:R:1 method="wB97M-V/def2-TZVPD" e_homo_ev=-2.064 charge=-1 e_lumo_ev=4.2 gap_ha=0.2310
O 1.16 -0.12 -1.51 -0.41
C 2.33 -0.52 -1.02 -0.53
C -1.34 0.44 0.28 -0.32
C -0.99 1.34 1.48 -0.13
C -1.30 -1.05 0.59 -0.14
H -0.28 -1.40 0.57 0.06
H -0.58 0.63 -0.49 0.06
H -1.95 -1.62 -0.06 0.06
H -0.40 2.18 1.10 0.06
H 3.24 -0.34 -1.68 0.02
H -0.32 0.85 2.17 0.05
H -1.86 1.81 1.93 0.05
H -2.29 0.75 -0.16 0.08
H -1.61 -1.25 1.63 0.06
H 2.40 -1.61 -0.76 0.02
H 2.68 0.00 -0.08 0.02

Q.
16
Properties=species:S:1:pos:R:3:lowdin_charge:R:1 method="wB97M-V/def2-TZVPD" e_homo_ev=-2.181 charge=-1 e_lumo_ev=4.4 gap_ha=0.2410
O -0.12 -0.69 -1.53 -0.44
C -0.98 1.61 0.53 -0.14
C -0.62 0.68 1.69 -0.34
C 0.73 0.01 1.43 -0.14
C 0.76 -1.57 -2.08 -0.49
H 1.00 -2.42 -1.40 0.03
H -1.39 -0.09 1.76 0.09
H 0.99 -0.75 2.18 0.05
H -0.94 1.04 -0.41 0.04
H 0.39 -2.03 -3.03 0.02
H -0.60 1.23 2.64 0.08
H 0.66 -0.47 0.44 0.04
H -1.97 2.04 0.67 0.05
H -0.26 2.44 0.48 0.06
H 1.51 0.77 1.43 0.06
H 1.75 -1.14 -2.36 0.02

Which structure is the most stable? The one labeled Q.

P.
12
Properties=species:S:1:pos:R:3:lowdin_charge:R:1 method="wB97M-V/def2-TZVPD" e_homo_ev=-10.231 e_lumo_ev=-2.0 gap_ha=0.3015
S -1.21 -1.20 -0.63 0.69
F 1.42 -0.99 -0.23 -0.15
O 0.02 1.98 -1.45 0.07
N 0.14 0.06 2.92 0.12
C -0.74 0.32 0.30 -0.63
C 0.29 1.10 -0.58 -0.39
C -0.15 -0.09 1.74 -0.20
C 1.59 0.39 -0.66 -0.07
H 2.43 0.91 -0.29 0.12
H -1.59 1.04 0.67 0.13
H -3.13 -0.54 -0.17 0.16
H 1.74 0.10 -1.74 0.16

Q.
12
Properties=species:S:1:pos:R:3:lowdin_charge:R:1 method="wB97M-V/def2-TZVPD" e_homo_ev=-8.554 e_lumo_ev=-0.2 gap_ha=0.3067 smiles="Cn1sc(F)cc1=O"
S 0.21 -0.57 1.65 0.88
F -0.28 -3.50 0.63 0.09
O -0.13 0.75 -1.89 0.05
N 0.20 0.47 0.32 -0.50
C -0.12 -1.57 -0.87 -0.02
C -0.13 -2.25 0.23 -0.27
C -0.02 -0.03 -0.95 -0.47
C 0.16 1.90 0.55 -0.11
H 0.64 2.41 -0.18 0.04
H -0.39 -2.11 -1.69 0.09
H -0.87 2.40 0.68 0.13
H 0.72 2.09 1.51 0.09

Which structure is the most stable? The one labeled Q.

P.
9
Properties=species:S:1:pos:R:3:lowdin_charge:R:1 method="wB97M-V/def2-TZVPD" e_homo_ev=-1.383 charge=-2 e_lumo_ev=6.9 gap_ha=0.3039
P 0.92 1.71 -0.78 0.18
Si -0.74 -1.59 0.55 0.11
O -0.15 2.54 -0.09 -0.45
O 0.87 1.53 -2.22 -0.39
O -0.66 -2.96 -0.11 -0.63
O 2.23 1.63 0.00 -0.46
H -0.67 -1.56 2.15 -0.12
H 0.24 -0.44 0.10 -0.11
H -2.05 -0.86 0.39 -0.13

Q.
9
Properties=species:S:1:pos:R:3:lowdin_charge:R:1 method="wB97M-V/def2-TZVPD" e_homo_ev=-1.057 charge=-2 e_lumo_ev=7.1 gap_ha=0.3000
P 4.34 -0.08 -0.01 0.21
Si 0.45 0.76 0.16 0.05
O 1.34 -0.37 -0.37 -0.60
O 4.36 -1.23 0.98 -0.44
O 4.14 1.32 0.44 -0.42
O 4.70 -0.25 -1.42 -0.41
H -0.43 1.99 -0.62 -0.14
H 1.32 1.66 1.01 -0.11
H -0.78 0.31 1.10 -0.14

Which structure is the most stable? The one labeled P.

P.
55
Properties=species:S:1:pos:R:3:lowdin_charge:R:1 method="wB97M-V/def2-TZVPD" e_homo_ev=-7.957 e_lumo_ev=0.4 gap_ha=0.3071
O 0.04 -2.93 -0.38 0.10
O 0.48 4.64 -1.52 -0.06
O -1.12 4.55 0.51 -0.06
O 4.19 1.11 1.84 -0.08
N 2.73 -1.41 2.20 0.01
N 1.59 0.51 2.64 0.14
N 2.02 -3.04 0.69 0.16
C -3.76 -4.42 -3.22 -0.08
C -1.57 -1.17 -0.05 -0.09
C 1.38 4.76 -2.59 -0.08
C -0.62 3.35 0.10 -0.19
C -2.03 -3.07 -1.50 -0.08
C 0.80 2.22 -1.49 0.01
C 0.87 -2.33 0.49 -0.25
C -0.34 0.95 0.21 -0.21
C -0.66 -0.38 0.86 -0.16
C 2.87 -2.55 1.51 -0.12
C -3.70 -1.32 -1.18 -0.02
C -1.18 -2.36 -0.62 -0.12
C 4.77 -0.02 2.43 -0.26
C -3.32 -2.53 -1.78 -0.16
C -0.90 2.13 0.69 0.02
C 0.61 -1.16 1.12 -0.03
C 3.76 -0.94 3.11 -0.13
C 1.60 -0.60 2.01 -0.29
C -4.17 -3.24 -2.66 -0.03
C -1.98 4.57 1.62 -0.08
C -2.85 -0.66 -0.35 -0.01
C 0.25 3.40 -1.01 -0.20
C -2.50 -4.95 -2.93 -0.08
C -1.65 -4.29 -2.09 -0.01
C 0.50 1.01 -0.88 -0.01
H 4.28 -1.81 3.53 0.13
H 1.03 4.22 -3.48 0.10
H -3.14 0.28 0.11 0.12
H 1.47 2.23 -2.33 0.11
H 3.31 1.24 2.24 0.04
H -2.24 5.62 1.76 0.10
H -2.89 3.99 1.44 0.10
H -2.19 -5.88 -3.38 0.10
H 3.78 -3.12 1.69 0.14
H -4.68 -0.91 -1.40 0.11
H 1.43 5.82 -2.81 0.09
H -1.48 4.20 2.52 0.10
H -4.42 -4.96 -3.89 0.10
H 5.30 -0.56 1.63 0.12
H 0.75 1.07 2.48 0.05
H 2.38 4.40 -2.32 0.10
H -0.67 -4.68 -1.86 0.12
H -5.14 -2.84 -2.87 0.11
H 0.94 0.10 -1.28 0.13
H 3.25 -0.39 3.90 0.12
H 5.51 0.28 3.18 0.12
H -1.17 -0.19 1.81 0.16
H -1.56 2.08 1.55 0.11

Q.
55
Properties=species:S:1:pos:R:3:lowdin_charge:R:1 method="wB97M-V/def2-TZVPD" e_homo_ev=-8.592 e_lumo_ev=0.3 gap_ha=0.3281 smiles="CC(=O)c1ccc(NC(=O)CCCN2C(=O)[C@@H](c3ccccc3)Oc3cccnc32)cc1"
O -1.36 2.23 1.60 0.08
O 1.62 1.29 -5.25 0.07
O -0.19 -3.14 0.44 0.03
O -2.24 -1.88 2.99 0.11
N 0.72 1.51 1.02 0.15
N 2.15 -0.91 2.09 0.11
N -0.09 -1.35 2.58 0.06
C -1.37 -2.45 0.82 -0.15
C 0.69 1.63 -0.36 -0.20
C -1.29 -1.88 2.24 -0.38
C 1.62 1.02 -2.49 -0.01
C 1.03 -1.56 1.79 -0.20
C -2.69 -0.39 0.19 -0.02
C -1.74 -1.35 -0.16 -0.15
C 0.96 -2.50 0.74 -0.19
C -1.19 -1.33 -1.43 -0.02
C 2.13 -2.80 0.06 0.03
C 0.83 1.96 -4.62 -0.41
C 1.60 0.89 -1.12 0.00
C -0.17 2.52 -1.01 0.00
C -0.26 1.84 1.92 -0.46
C -3.07 0.57 -0.73 -0.07
C -0.13 2.89 -5.32 -0.01
C 0.17 1.71 3.37 -0.09
C -0.14 2.65 -2.38 -0.03
C -1.58 -0.38 -2.35 -0.08
C 3.25 -1.20 1.41 -0.15
C 0.75 1.90 -3.15 -0.18
C 0.06 -0.79 3.92 -0.12
C 3.30 -2.15 0.41 -0.07
C -2.53 0.57 -2.00 -0.09
C -0.58 0.59 4.09 -0.15
H -1.16 2.61 -5.09 0.08
H -2.16 -3.21 0.81 0.18
H 1.52 1.00 1.40 0.11
H -0.46 -2.08 -1.71 0.12
H -3.13 -0.40 1.17 0.12
H -0.88 3.09 -0.43 0.11
H -0.60 0.80 5.16 0.12
H -2.84 1.31 -2.72 0.10
H 0.03 3.92 -4.99 0.09
H 1.25 1.55 3.45 0.11
H 4.23 -2.36 -0.10 0.11
H -0.44 -1.48 4.61 0.13
H -3.80 1.32 -0.45 0.11
H -0.08 2.66 3.85 0.13
H 0.02 2.83 -6.39 0.08
H 1.12 -0.75 4.14 0.12
H -0.81 3.35 -2.85 0.11
H 4.13 -0.64 1.71 0.11
H 2.29 0.22 -0.63 0.09
H -1.15 -0.38 -3.34 0.11
H 2.11 -3.55 -0.72 0.13
H -1.62 0.56 3.73 0.11
H 2.31 0.44 -3.08 0.12

Which structure is the most stable? The one labeled Q.

P.
116
Properties=species:S:1:pos:R:3:lowdin_charge:R:1 method="wB97M-V/def2-TZVPD" e_homo_ev=-3.630 charge=-1 e_lumo_ev=1.6 gap_ha=0.1908
Cs 0.21 -0.34 0.02 0.89
As -1.01 1.07 3.74 0.63
Cl 3.42 1.24 -0.28 0.53
Cl 5.50 3.17 0.45 0.51
S -2.77 2.76 0.20 0.72
S -4.88 -2.40 -0.14 0.57
P 0.46 0.18 -3.30 0.98
Si 0.41 2.81 4.10 0.09
Si 0.03 -0.52 5.01 0.09
O 0.69 -4.73 0.89 0.02
O 2.79 -6.14 0.93 0.11
O 4.93 -5.83 0.42 0.07
O 0.23 -2.55 1.03 -0.41
N -5.37 2.53 -0.34 -0.21
N 0.06 1.78 -3.77 -0.13
N -4.86 3.45 1.71 -0.23
N 2.54 -2.02 -0.41 -0.02
N -3.15 -1.49 1.67 -0.04
N 3.80 -2.06 -0.86 -0.01
N -2.51 -3.37 0.56 -0.04
N 0.28 2.40 -1.57 0.01
C -2.42 -2.69 -3.77 -0.09
C -3.61 -1.97 -3.79 -0.09
C 4.41 -3.22 -0.58 -0.01
C 0.84 3.24 5.91 -0.25
C -0.26 -0.36 6.89 -0.25
C 0.43 -0.26 -6.10 -0.09
C 0.07 2.80 -2.83 -0.41
C -5.91 4.45 1.68 -0.07
C -5.01 2.02 -1.65 -0.11
C -0.15 4.13 -3.17 -0.02
C -4.39 2.92 0.53 -0.78
C 3.49 -4.01 0.07 -0.05
C -0.31 4.42 3.37 -0.25
C 0.97 -3.51 0.75 -0.60
C 0.05 4.67 -0.85 -0.09
C -3.44 -2.42 0.73 -0.86
C 1.93 -0.69 4.85 -0.24
C -1.19 -0.63 -3.49 -0.39
C -0.16 5.07 -2.16 -0.07
C -6.64 2.03 0.15 -0.06
C 2.11 2.67 3.21 -0.25
C 0.98 -0.68 -7.30 -0.08
C 1.15 -0.36 -4.91 -0.36
C -1.22 -2.02 -3.61 -0.10
C 2.99 -1.33 -6.15 -0.09
C -4.13 -0.55 2.18 -0.13
C -3.95 3.60 2.83 -0.11
C 2.26 -1.22 -7.33 -0.09
C 0.27 3.32 -0.62 -0.23
C 2.43 -0.91 -4.95 -0.10
C -0.66 -2.23 4.54 -0.24
C -2.38 0.08 -3.51 -0.08
C 2.32 -3.20 0.16 -0.14
C 4.56 1.75 0.97 -0.98
C -2.59 -4.41 -0.43 -0.11
C 3.79 -5.41 0.50 -0.52
C -3.59 -0.59 -3.67 -0.09
H -6.75 0.98 -0.12 0.09
H 0.03 5.37 -0.03 0.10
H -2.34 -1.64 2.25 0.09
H -3.22 2.79 2.85 -0.01
H -1.75 -2.23 4.59 0.02
H -3.27 -5.20 -0.10 0.08
H 1.46 2.44 6.35 0.00
H -0.29 -3.01 5.22 0.02
H -3.61 0.21 2.76 0.01
H -0.79 4.20 2.41 -0.02
H 5.26 0.94 1.16 0.03
H -0.31 4.41 -4.21 0.10
H 0.23 -1.15 7.46 0.01
H -5.48 5.44 1.87 0.09
H -1.33 -0.39 7.11 0.01
H 4.18 -1.25 -1.30 0.11
H 2.31 -1.54 5.42 0.02
H 2.22 -0.82 3.80 0.01
H -4.53 3.58 3.76 0.09
H 2.57 1.71 3.46 0.00
H -0.35 6.11 -2.39 0.11
H 0.44 2.96 0.39 0.07
H 0.12 0.60 7.24 0.00
H -2.97 -4.02 -1.37 0.03
H -4.17 2.58 -2.04 0.05
H 0.41 -0.60 -8.21 0.10
H 4.00 2.03 1.85 -0.02
H 5.43 -3.44 -0.86 0.13
H 2.69 -1.56 -8.26 0.10
H 2.80 3.47 3.48 0.03
H 2.42 0.21 5.23 0.00
H -1.60 -4.84 -0.57 0.08
H 1.91 -5.63 0.87 0.05
H -1.61 -3.25 1.02 0.09
H -6.66 4.25 2.44 0.09
H -4.87 -1.06 2.83 0.08
H 1.38 4.18 6.02 0.01
H -6.39 4.47 0.70 0.08
H -4.51 -0.03 -3.69 0.10
H -2.44 -3.76 -3.87 0.11
H -4.55 -2.49 -3.89 0.11
H -4.73 0.96 -1.59 0.07
H 0.07 2.05 -4.74 0.10
H -0.58 0.13 -6.08 0.11
H -0.29 -2.58 -3.59 0.11
H -4.67 -0.09 1.36 0.03
H -0.07 3.30 6.50 0.02
H -1.07 4.85 4.03 0.01
H -6.69 2.11 1.24 0.08
H -5.88 2.13 -2.31 0.09
H 1.94 2.71 2.13 -0.01
H 0.45 5.19 3.20 0.02
H -7.48 2.59 -0.28 0.09
H 2.99 -1.00 -4.03 0.09
H -3.40 4.55 2.79 0.08
H -0.36 -2.50 3.52 0.00
H -2.36 1.16 -3.40 0.10
H 3.98 -1.76 -6.17 0.10

Q.
116
Properties=species:S:1:pos:R:3:lowdin_charge:R:1 method="wB97M-V/def2-TZVPD" e_homo_ev=-3.686 charge=-1 e_lumo_ev=1.6 gap_ha=0.1952
Cs 0.71 1.09 -0.80 0.92
As -1.55 2.79 1.13 0.64
Cl 4.19 -3.28 0.75 0.55
Cl 2.22 -1.16 1.04 0.49
S 3.83 3.26 3.17 0.59
S 3.42 -0.09 -2.62 0.67
P -1.29 -3.02 1.21 1.08
Si -3.04 1.42 2.20 0.16
Si -3.04 4.29 0.26 0.18
O -0.38 3.64 -3.90 0.01
O -4.22 2.32 -5.58 0.06
O 0.06 3.14 -1.79 -0.43
O -2.37 3.54 -5.45 0.10
N 0.35 -3.16 -0.92 0.08
N -2.93 0.40 -2.17 0.01
N -1.85 1.12 -1.88 -0.06
N 1.39 4.06 2.54 -0.08
N -1.48 -4.17 -0.07 -0.13
N 1.58 1.89 3.23 -0.06
N 5.70 -0.86 -3.74 -0.24
N 5.21 1.42 -3.86 -0.22
C -3.54 0.82 -3.28 -0.02
C -0.60 3.03 -2.83 -0.68
C 1.88 5.21 1.81 -0.12
C -0.13 -4.12 -3.48 -0.07
C -3.53 -2.97 2.90 -0.09
C -4.50 2.10 3.26 -0.23
C 0.85 -4.85 1.70 -0.10
C -2.81 1.88 -3.77 -0.06
C 1.20 -2.91 -1.91 -0.16
C -4.55 -3.52 3.66 -0.08
C -2.66 -5.16 2.46 -0.10
C -3.18 2.61 -5.01 -0.53
C -1.01 -4.42 -2.45 -0.02
C -3.91 5.41 1.58 -0.24
C 1.56 -3.55 4.05 -0.11
C 4.30 2.53 -3.70 -0.09
C -1.75 2.03 -2.83 -0.18
C -3.93 0.14 1.06 -0.24
C 1.01 -3.36 -3.20 -0.07
C 2.29 -4.66 3.62 -0.11
C 0.49 -3.10 3.30 -0.12
C -4.53 3.54 -0.68 -0.21
C 6.16 -1.03 -5.10 -0.06
C 2.18 0.85 4.02 -0.14
C -3.68 -5.71 3.21 -0.09
C -0.72 -3.91 -1.18 -0.43
C 3.64 -1.94 1.76 -0.95
C -4.64 -4.90 3.80 -0.09
C -2.20 5.59 -0.87 -0.21
C 6.60 1.79 -3.97 -0.06
C -2.00 0.39 3.46 -0.26
C 4.84 0.18 -3.44 -0.76
C -2.59 -3.78 2.28 -0.35
C 1.93 -5.30 2.45 -0.11
C 5.47 -2.11 -3.06 -0.12
C 2.19 3.07 2.95 -0.88
C 0.12 -3.75 2.12 -0.39
H 7.24 0.95 -3.71 0.09
H 6.82 2.62 -3.29 0.10
H -3.19 5.96 2.18 0.01
H 1.25 6.06 2.03 0.08
H 6.15 -0.08 -5.63 0.08
H 2.01 -0.12 3.57 0.03
H 0.42 3.80 2.29 -0.02
H -4.27 0.67 0.18 -0.01
H -3.23 -0.64 0.74 -0.02
H -3.23 -0.33 -1.54 0.13
H -0.32 -4.48 -4.49 0.10
H -4.80 -0.35 1.49 0.02
H -1.52 3.63 -4.84 0.06
H -4.51 4.81 2.26 -0.01
H 2.09 -2.35 -1.65 0.03
H -2.41 -4.54 -0.23 0.10
H -3.47 -1.90 2.78 0.06
H -4.44 0.39 -3.66 0.13
H 0.60 -5.35 0.78 0.10
H 5.26 -1.92 -2.01 0.05
H -4.15 2.87 3.95 0.01
H -3.74 -6.78 3.33 0.10
H 1.84 -3.04 4.96 0.11
H 4.62 -2.66 -3.48 0.08
H -4.20 3.02 -1.57 0.00
H -5.25 2.55 2.62 0.00
H 1.85 5.02 0.73 0.09
H -5.03 2.81 -0.04 0.00
H -1.91 -5.80 2.02 0.10
H 2.49 -6.16 2.12 0.10
H -1.26 -0.23 2.94 -0.01
H 6.37 -2.72 -3.14 0.09
H -5.28 -2.88 4.13 0.10
H 6.84 2.12 -4.99 0.09
H -4.57 6.13 1.11 0.01
H 1.72 -3.12 -3.97 0.09
H 0.57 1.87 3.13 0.08
H -5.26 4.28 -0.98 0.02
H 5.51 -1.73 -5.64 0.09
H 3.14 -5.00 4.19 0.10
H -5.45 -5.34 4.37 0.10
H 3.25 1.05 4.08 0.02
H 4.30 2.92 -2.68 0.10
H 4.58 3.32 -4.39 0.09
H 1.77 0.84 5.04 0.08
H -1.46 1.08 4.11 0.01
H -0.07 -2.24 3.63 0.09
H -1.59 6.27 -0.28 0.02
H -5.00 1.33 3.85 0.01
H -1.89 -5.01 -2.62 0.10
H 4.45 -1.21 1.82 0.04
H -2.60 -0.27 4.10 0.01
H 3.28 2.20 -3.93 0.06
H 2.90 5.41 2.12 0.03
H 7.18 -1.43 -5.10 0.09
H 3.36 -2.35 2.73 0.01
H -1.56 5.11 -1.59 -0.01
H -2.93 6.18 -1.41 0.02

Which structure is the most stable? The one labeled P.